# C3H6N2O2

A cluster of 2 separate species, C3H6N2O2 in total at a distorted geometry (ωB97M-V/def2-TZVPD, the OMol25 dataset).

Cartesian coordinates (Å):
H 0.376835 -2.982366 0.247688
N 0.408197 -3.044729 -0.803041
C 0.159432 -1.266808 -0.916595
C 0.443782 -0.539811 0.304740
N -0.344065 0.599308 0.426283
H 0.356570 -1.049988 -1.973005
H 0.234074 -1.121296 1.202899
H 1.500285 -0.466472 0.256466
H -0.488193 1.259037 -0.300242
H -0.112440 1.029142 1.232359
O -4.663140 1.941946 0.938067
C -4.602425 1.064218 0.228069
O -4.596350 0.218025 -0.537261

Atoms 1-2, force components in eV/Å:
H 0.1 -0.6 -0.9
N -1.2 6.9 0.7

Results
LUMO (spin up / spin down), eV: 0.0 / 0.0
DFT total energy, Eh: -377.74371
HOMO (spin up / spin down), Eh: -0.3543 / -0.3297
Kohn-Sham gap (spin up / spin down), eV: 9.68 / 8.96

# C3H6N2O2

A cluster of 3 separate species, C3H6N2O2 in total (ωB97M-V/def2-TZVPD, the OMol25 dataset).

Cartesian coordinates (Å):
N -2.367461 -0.668953 0.607919
C -1.692950 0.332424 0.141264
O -1.845953 1.527542 -0.191246
C -0.253421 0.031940 -0.196498
O 0.669087 0.522748 0.597743
C 1.977501 0.621106 0.134446
N 2.331883 0.082005 -0.936032
H -3.351591 -0.477861 0.763034
H -1.090442 -1.645607 0.432188
H 0.048149 -0.104953 -1.236068
H -0.292154 -1.669630 0.161675
H 2.553012 1.197498 0.857267
H 3.314336 0.251744 -1.135687

Atoms 1-2, force components in eV/Å:
N 0.0 0.2 -0.1
C 0.1 -0.1 -0.1

Results
LUMO, eV: -0.6
DFT total energy, Eh: -377.74874
HOMO, Eh: -0.3386
Kohn-Sham gap, eV: 8.62

# C3H6N2O2

An isolated molecule of C3H6N2O2 at a distorted geometry (ωB97M-V/def2-TZVPD, the OMol25 dataset).

Cartesian coordinates (Å):
N 1.439176 1.214850 -1.264039
C 1.021568 0.350047 -0.181879
C -0.389565 0.681142 0.316146
O -0.880870 1.777193 0.257174
N -1.167056 -0.384677 0.769881
C -1.015233 -1.754647 0.724746
O -1.929067 -2.507243 0.939740
H 1.457475 2.174043 -0.947225
H 0.897590 1.110918 -2.105836
H 0.879876 -0.639267 -0.630752
H 1.807030 0.270051 0.563651
H -2.109652 -0.139979 1.050011
H -0.011271 -2.152425 0.508381

Atoms 1-2, force components in eV/Å:
N 0.7 0.1 0.6
C -0.9 -0.6 -1.5

Results
LUMO, eV: 0.7
DFT total energy, Eh: -377.91670
HOMO, Eh: -0.3627
Kohn-Sham gap, eV: 10.61